A single C18H36N3O3PS2 molecule. Source: OMol25; level of theory: ωB97M-V/def2-TZVPD.

The geometry in ORCA input format:
```
! wB97M-V def2-TZVPD RIJCOSX def2/J DEFGRID3
* xyz 0 1
H -1.8183 1.6903 1.3474
N -1.7874 2.7081 1.2973
C -0.7178 3.1093 0.7519
C -0.4760 4.5931 0.6638
C 0.3632 2.1848 0.2294
P 0.1551 1.3776 -1.4429
C -1.0837 0.0534 -1.7461
C -1.5682 -0.6726 -0.4696
C -0.9041 -2.0461 -0.2278
S -0.0825 -2.0124 1.3788
C 0.4159 -3.6720 1.6337
S 0.5017 -4.7962 0.4552
N 0.7195 -3.8465 2.9782
C 1.6307 -4.9581 3.2796
C 2.3893 -4.6741 4.5682
C -0.4740 -3.8057 3.8672
C -0.6360 -2.4979 4.6550
C -1.0576 2.7784 -2.0535
C -1.3064 2.6479 -3.5222
O -0.5141 2.3008 -4.3372
O -2.5920 3.0367 -3.9443
C -3.6832 2.2675 -3.5660
C -4.5997 2.9477 -2.5897
O -3.8510 1.1771 -4.0155
N 1.4062 0.1243 -1.0638
C 2.7987 0.5588 -1.2000
C 3.3483 0.3675 -2.6301
C 3.7779 1.6600 -3.3395
H -0.0542 4.9375 1.6110
H 0.2248 4.8524 -0.1295
H -1.4188 5.1134 0.5021
H 1.3101 2.7266 0.1555
H 0.5228 1.3873 0.9573
H 1.0176 1.7584 -2.4825
H -1.9394 0.4200 -2.3102
H -0.5608 -0.6577 -2.3846
H -1.3998 -0.0474 0.4110
H -2.6474 -0.8072 -0.5365
H -1.6420 -2.8464 -0.1877
H -0.1891 -2.2928 -1.0096
H 2.3304 -5.0353 2.4505
H 1.0736 -5.8990 3.3545
H 2.8309 -3.6774 4.5205
H 1.7355 -4.6991 5.4425
H 3.1869 -5.4032 4.7108
H -1.3561 -3.9764 3.2479
H -0.3756 -4.6498 4.5488
H -1.5552 -1.9802 4.3843
H 0.1919 -1.8258 4.4322
H -0.6444 -2.6728 5.7316
H -2.0103 2.7673 -1.5244
H -0.6083 3.7654 -1.9081
H -5.6027 2.5423 -2.7008
H -4.2556 2.7296 -1.5751
H -4.5930 4.0279 -2.7168
H 1.2782 -0.3226 -0.1617
H 2.9458 1.6143 -0.9112
H 3.4002 -0.0218 -0.4981
H 4.2115 -0.3004 -2.5904
H 2.5792 -0.1315 -3.2204
H 3.2526 2.5305 -2.9368
H 4.8467 1.8498 -3.2272
H 3.5593 1.6215 -4.4067
*
```

The value obtained for the orbital gap is 8.78 eV. Its SMILES is [H]/N=C(/C)C[PH](CCCSC(=S)N(CC)CC)(CC(=O)OC(C)=O)NCCC.


6 unconnected molecules or ions with the total composition C18H36O18 in a non-equilibrium geometry. Source: OMol25; level of theory: ωB97M-V/def2-TZVPD.

The geometry in ORCA input format:
```
! wB97M-V def2-TZVPD RIJCOSX def2/J DEFGRID3
* xyz 0 1
C 1.8054 -3.4971 2.2330
O 0.9491 -4.0753 3.2153
C 0.8617 -3.4154 4.3664
O 1.4258 -2.3781 4.6121
O 0.1095 -4.1085 5.1991
C -0.2787 -3.5201 6.4189
H 1.8281 -4.1008 1.3351
H 2.8043 -3.2360 2.5816
H 1.3623 -2.5196 2.0130
H 0.5327 -3.1048 7.0130
H -0.8060 -4.2843 6.9860
H -1.0231 -2.7349 6.2881
C -5.8505 0.2875 -6.6568
O -4.8552 -0.6853 -6.3943
C -5.1409 -1.5836 -5.4468
O -6.1543 -1.6139 -4.8091
O -4.0897 -2.3716 -5.3222
C -3.9438 -2.9849 -4.0741
H -5.7914 1.0885 -5.9194
H -6.8183 -0.2052 -6.7414
H -5.7160 0.8033 -7.6090
H -3.0569 -3.5967 -3.8924
H -4.6319 -3.7975 -3.8037
H -4.0300 -2.3164 -3.2173
C -0.4581 3.5131 4.0187
O -0.4149 2.1546 4.4440
C -1.5488 1.4479 4.3856
O -2.6435 1.8633 4.1593
O -1.1927 0.1970 4.6038
C -2.1015 -0.8425 4.3229
H 0.0491 4.0875 4.7967
H -1.4746 3.8239 3.8014
H 0.2189 3.6819 3.1771
H -1.9677 -1.2565 3.3119
H -3.0806 -0.4281 4.0565
H -2.0654 -1.6772 5.0042
C -1.4321 1.3083 -4.1958
O -0.2801 2.1058 -3.9941
C -0.3265 3.3942 -4.3888
O -1.3483 3.9748 -4.7015
O 0.8642 3.8994 -4.2975
C 1.0843 5.2171 -4.8189
H -1.0851 0.2857 -4.0720
H -1.9277 1.3651 -5.1670
H -2.1954 1.5896 -3.4678
H 0.5707 5.9195 -4.1654
H 0.6542 5.2275 -5.8174
H 2.1145 5.5546 -4.8829
C 7.4272 0.0056 -0.8100
O 6.1942 0.3797 -0.1774
C 6.2337 0.6217 1.1216
O 7.1545 0.3735 1.8596
O 5.0275 1.0908 1.4596
C 4.7691 1.3839 2.8220
H 7.4440 0.4269 -1.8111
H 7.4145 -1.0813 -0.8404
H 8.3260 0.3527 -0.3070
H 4.8802 0.5265 3.4862
H 3.7653 1.7768 2.9545
H 5.4833 2.1510 3.1282
C -1.8287 -1.6132 -1.1598
O -1.4106 -1.1448 0.1020
C -0.2732 -0.4737 0.1393
O 0.3333 -0.0862 -0.8138
O 0.0670 -0.3560 1.4127
C 1.1281 0.4919 1.8148
H -1.2061 -2.4427 -1.5102
H -1.8086 -0.8744 -1.9590
H -2.8133 -2.0595 -1.0411
H 1.2622 1.2428 1.0284
H 2.0773 -0.0501 1.8327
H 0.8480 0.9023 2.7803
*
```

The value obtained for the orbital gap is 11.18 eV. Its SMILES is COC(=O)OC.COC(=O)OC.COC(=O)OC.COC(=O)OC.COC(=O)OC.COC(=O)OC. As for the energy above the lowest of the compared OMol25 structures with the same formula, charge and spin: 43.3 kcal/mol.


6 unconnected molecules or ions with the total composition C18H36O18 in a non-equilibrium geometry. Source: OMol25; level of theory: ωB97M-V/def2-TZVPD.

The geometry in ORCA input format:
```
! wB97M-V def2-TZVPD RIJCOSX def2/J DEFGRID3
* xyz 0 1
C 3.8039 1.1888 -3.4640
O 2.4414 1.5004 -3.2712
C 2.0705 1.9745 -2.0642
O 2.8175 2.0386 -1.0926
O 0.8196 2.5010 -2.1784
C 0.1225 2.9550 -1.1098
H 4.0860 0.2947 -2.9080
H 4.4341 2.0505 -3.2439
H 4.0251 0.8557 -4.4780
H -0.4443 2.1574 -0.6295
H -0.6342 3.6611 -1.4515
H 0.7117 3.5026 -0.3742
C -1.6511 -0.1926 -1.8997
O -2.3485 -0.0419 -3.0627
C -2.7379 1.1930 -3.3890
O -2.2587 2.1990 -2.9385
O -3.6623 1.0160 -4.2748
C -4.4418 2.0893 -4.7094
H -0.7613 0.4354 -1.9453
H -1.4009 -1.2488 -1.8001
H -2.2808 0.1594 -1.0826
H -5.2213 1.7057 -5.3676
H -3.8209 2.7658 -5.2966
H -4.8184 2.5893 -3.8171
C 2.8218 -1.4183 8.5143
O 2.1813 -1.7820 7.2651
C 0.9941 -2.2952 7.2892
O 0.2984 -2.4004 8.2845
O 0.6810 -2.5684 5.9919
C -0.4749 -3.4263 5.7146
H 2.1868 -0.6935 9.0238
H 3.7236 -0.8391 8.3159
H 2.8880 -2.2534 9.2117
H -1.4452 -2.9635 5.8945
H -0.4272 -4.4022 6.1976
H -0.4104 -3.6365 4.6470
C 1.5306 -0.0035 3.8631
O 1.5233 -1.0031 2.7801
C 0.9396 -0.7267 1.5829
O 0.1313 0.1883 1.2826
O 1.4920 -1.6263 0.7735
C 1.2403 -1.7036 -0.5562
H 2.3088 -0.0941 4.6209
H 0.5333 -0.1207 4.2870
H 1.4862 1.0240 3.5021
H 1.5495 -0.7564 -0.9981
H 0.2070 -1.9225 -0.8257
H 1.9144 -2.4265 -1.0156
C -1.4452 2.7157 2.5342
O -2.2862 3.8944 2.5147
C -3.3565 4.1814 1.6997
O -4.0405 5.1787 1.8431
O -3.5516 3.2512 0.7598
C -4.7780 3.2901 0.0667
H -0.8036 2.7094 3.4154
H -0.7481 2.9618 1.7332
H -1.8937 1.7360 2.3695
H -5.4659 2.4935 0.3500
H -4.5304 3.0894 -0.9757
H -5.1606 4.3056 -0.0356
C 0.2027 -1.5297 -4.3654
O 0.8382 -2.6146 -5.0515
C 1.8569 -3.2895 -4.6055
O 2.4126 -3.0144 -3.4812
O 2.0566 -4.2888 -5.3187
C 3.2749 -5.0162 -5.1595
H 0.7810 -0.6089 -4.2893
H -0.2164 -1.9096 -3.4337
H -0.7149 -1.2725 -4.8945
H 4.0909 -4.6313 -5.7710
H 3.1292 -6.0151 -5.5707
H 3.6248 -5.1168 -4.1321
*
```

The value obtained for the orbital gap is 11.02 eV. Its SMILES is COC(=O)OC.COC(=O)OC.COC(=O)OC.COC(=O)OC.COC(=O)OC.COC(=O)OC. As for the energy above the lowest of the compared OMol25 structures with the same formula, charge and spin: 71.2 kcal/mol.


A molecular structure, C18H37AlNO4 in a non-equilibrium geometry. Source: OMol25; level of theory: ωB97M-V/def2-TZVPD.

The geometry in ORCA input format:
```
! wB97M-V def2-TZVPD RIJCOSX def2/J DEFGRID3
* xyz -1 1
C -3.9991 -3.2731 -3.6340
C -2.6039 -3.2582 -4.5235
C -1.4615 -4.0115 -3.6191
C -0.2375 -2.9512 -3.3558
N 0.2514 -2.9820 -1.9231
C -0.0590 -1.6836 -1.2110
O -0.1020 -2.1258 0.2220
Al 1.7020 -2.3250 0.8113
C 2.3069 -1.3521 2.5129
C 1.1189 -1.2231 3.6354
C 1.0104 0.3765 4.1101
C -0.5404 0.5874 4.6988
O -1.0188 -0.3530 5.5223
O -1.3688 1.7367 4.2967
C -0.6826 3.0140 4.5583
C -1.6304 4.0209 5.4979
O 2.2859 -1.1389 -0.5658
C 1.1025 -0.4801 -1.2110
C 1.7192 -0.1301 -2.6990
C 0.6893 0.8496 -0.2857
C -0.8762 1.3262 -0.5266
C 1.7862 2.0656 -0.3679
C 1.5708 3.1148 -1.6090
C 0.5504 4.3621 -1.2945
H -4.0401 -4.3153 -3.1029
H -4.9541 -3.1604 -4.3085
H -3.9042 -2.3995 -2.8496
H -2.7231 -3.8192 -5.5662
H -2.3092 -2.1535 -4.7791
H -1.0272 -4.9103 -4.2650
H -1.8509 -4.4736 -2.6141
H -0.4779 -1.8371 -3.6314
H 0.6890 -3.2674 -4.0322
H 1.2739 -3.1849 -1.9717
H -1.0742 -1.2388 -1.6179
H 2.0872 -3.8573 0.7153
H 3.2825 -1.8481 2.9461
H 2.6028 -0.2468 2.1863
H 0.0540 -1.5473 3.2213
H 1.4009 -1.8519 4.6087
H 1.7950 0.6046 4.9627
H 1.2258 1.1115 3.2040
H 0.3516 2.9139 5.0979
H -0.5216 3.5401 3.5064
H -1.5213 5.1259 5.0833
H -1.1258 3.9806 6.5789
H -2.7420 3.6461 5.5261
H 1.0393 0.5822 -3.3401
H 1.8799 -1.1075 -3.3639
H 2.8062 0.3173 -2.5003
H 0.7249 0.4483 0.8381
H -1.5467 0.4180 -0.1381
H -1.1270 1.5830 -1.6449
H -1.0913 2.2107 0.2241
H 1.7856 2.6355 0.6762
H 2.8569 1.5576 -0.4890
H 2.6373 3.6088 -1.8181
H 1.2241 2.6316 -2.6171
H -0.4195 4.0739 -0.7062
H 0.1779 4.8058 -2.3376
H 1.0478 5.2572 -0.7211
*
```

The value obtained for the orbital gap is 7.75 eV.


5 unconnected molecules or ions with the total composition C18H37BBrN2O16 in a non-equilibrium geometry. Source: OMol25; level of theory: ωB97M-V/def2-TZVPD.

The geometry in ORCA input format:
```
! wB97M-V def2-TZVPD RIJCOSX def2/J DEFGRID3
* xyz -1 1
C 4.0272 0.4976 -0.0464
O 4.3828 1.6438 -0.8197
B 4.1565 2.8298 -0.0863
O 5.2351 3.3958 0.5753
N 2.8240 3.3547 -0.1037
C 2.2437 3.4795 -1.4411
C 0.8746 2.7215 -1.5776
C 0.3056 2.2603 -0.2426
N -0.9497 1.4568 -0.4353
C 2.6338 4.5532 0.6981
Br 2.9321 4.1776 2.6061
C 3.3887 5.8285 0.2226
O 3.3653 6.7869 1.0313
O 3.8847 5.8124 -0.9236
H 4.7288 0.3829 0.7822
H 4.0694 -0.3686 -0.6955
H 3.0275 0.6538 0.3548
H 5.2953 2.9822 1.4421
H 2.0641 4.5147 -1.6959
H 2.9185 3.1070 -2.1975
H 0.1609 3.4178 -2.0098
H 1.0076 1.8535 -2.2195
H 0.9821 1.6377 0.3202
H 0.0113 3.1497 0.3085
H -1.0090 0.8606 0.3784
H -1.7434 2.0820 -0.3887
H 1.5775 4.7969 0.6539
C -1.5337 1.2096 -3.8629
O -2.5160 0.5931 -4.7119
C -3.7612 0.6870 -4.2678
O -4.1197 1.2272 -3.2557
O -4.5631 0.0743 -5.1459
C -5.9433 0.1021 -4.7877
H -0.5659 1.0655 -4.3345
H -1.7233 2.2769 -3.7693
H -1.5131 0.7417 -2.8813
H -6.3076 1.1262 -4.7310
H -6.1063 -0.4104 -3.8414
H -6.4863 -0.4216 -5.5697
C 8.6773 -0.2034 2.4440
O 8.5682 -1.5486 2.9220
C 7.3321 -1.8996 3.2694
O 6.3597 -1.1984 3.2116
O 7.3585 -3.1641 3.6918
C 6.0818 -3.6633 4.0948
H 9.7227 -0.0436 2.1968
H 8.0733 -0.0619 1.5501
H 8.3802 0.5038 3.2155
H 5.3826 -3.6478 3.2611
H 5.6885 -3.0843 4.9280
H 6.2254 -4.6906 4.4159
C 2.7099 -8.0881 7.1234
O 1.7063 -7.0976 6.9023
C 2.1100 -6.0706 6.1544
O 3.2059 -5.9341 5.6806
O 1.0919 -5.2264 6.0247
C 1.3856 -4.0664 5.2391
H 2.2571 -8.8599 7.7391
H 3.0322 -8.5264 6.1807
H 3.5607 -7.6626 7.6521
H 1.6558 -4.3486 4.2237
H 2.1841 -3.4851 5.6953
H 0.4798 -3.4685 5.2136
C -11.1304 0.1183 -6.9029
O -10.3121 0.1616 -5.7338
C -10.8739 0.7818 -4.6966
O -11.9670 1.2803 -4.6816
O -10.0127 0.7519 -3.6835
C -10.4811 1.3864 -2.4920
H -10.5610 -0.4076 -7.6637
H -12.0526 -0.4254 -6.7069
H -11.3523 1.1241 -7.2544
H -11.3765 0.8922 -2.1200
H -10.6764 2.4419 -2.6700
H -9.6887 1.2904 -1.7558
*
```

The value obtained for the orbital gap is 6.26 eV.


4 unconnected molecules or ions with the total composition C18H37BO8 in a non-equilibrium geometry. Source: OMol25; level of theory: ωB97M-V/def2-TZVPD.

The geometry in ORCA input format:
```
! wB97M-V def2-TZVPD RIJCOSX def2/J DEFGRID3
* xyz 0 1
C 1.4260 2.6406 4.3302
C 0.9108 3.4325 3.1143
C 1.0151 2.6334 1.7787
C 2.0364 3.2965 0.8772
O 2.1483 2.7744 -0.4678
C 1.6950 1.5461 -0.6511
C 2.3497 0.4218 -0.4427
B 3.8013 0.1212 0.0801
C 4.6524 1.0721 0.9982
O 4.3637 -1.0672 -0.3454
C 1.3717 -0.6521 -0.7841
O 1.5431 -1.7758 -0.9047
O 0.1164 -0.0724 -0.9204
C 0.2884 1.2425 -1.1375
O -0.4689 1.9869 -1.5702
H 0.6471 2.4396 5.0534
H 2.2271 3.2128 4.7813
H 1.8662 1.6874 4.0469
H -0.1341 3.6617 3.2564
H 1.4721 4.3540 2.9939
H 0.0333 2.6297 1.3179
H 1.2888 1.6271 2.0611
H 2.9965 3.3400 1.3820
H 1.7186 4.3271 0.7617
H 4.9022 1.9788 0.4468
H 5.5947 0.5772 1.2128
H 4.1789 1.3374 1.9401
H 4.3170 -1.7320 0.3547
C -3.5821 0.2409 0.4120
C -4.3960 1.5228 0.4622
C -5.2834 1.6680 -0.7650
O -3.5178 2.6462 0.5590
H -2.9211 0.2432 -0.4607
H -2.9464 0.1533 1.2937
H -4.2251 -0.6395 0.3585
H -5.0131 1.5302 1.3618
H -4.6771 1.7084 -1.6741
H -5.8546 2.5960 -0.7167
H -5.9810 0.8330 -0.8503
H -2.9640 2.6537 -0.2314
C 0.3414 -2.4627 -4.0576
C 1.1827 -2.5761 -5.3190
C 1.4980 -1.2052 -5.8987
O 0.4985 -3.3659 -6.2923
H -0.6166 -1.9804 -4.2750
H 0.1186 -3.4513 -3.6552
H 0.8543 -1.8852 -3.2909
H 2.1124 -3.0996 -5.0925
H 0.5771 -0.6834 -6.1743
H 2.0974 -1.3014 -6.8049
H 2.0448 -0.5886 -5.1828
H -0.3283 -2.9179 -6.5059
C -1.4470 -2.9241 1.1316
C -1.3385 -2.5308 2.5960
C -0.9932 -3.7279 3.4689
O -2.5697 -1.9543 3.0327
H -2.2434 -3.6600 0.9874
H -1.6994 -2.0582 0.5181
H -0.5098 -3.3467 0.7654
H -0.5736 -1.7604 2.7132
H -1.7727 -4.4914 3.3988
H -0.9260 -3.4310 4.5164
H -0.0432 -4.1747 3.1710
H -3.2603 -2.6205 2.9367
*
```

The value obtained for the orbital gap is 9.20 eV. Its SMILES is CCCCOC1=C(B(C)O)C(=O)OC1=O.CC(C)O.CC(C)O.CC(C)O.


A molecular structure, C18H37Cl4FGaN4O3 in a non-equilibrium geometry. Source: OMol25; level of theory: ωB97M-V/def2-TZVPD.

The geometry in ORCA input format:
```
! wB97M-V def2-TZVPD RIJCOSX def2/J DEFGRID3
* xyz -1 1
C -2.9762 3.3429 -1.7992
C -4.3284 2.7367 -1.4263
O -4.6493 1.5722 -2.1616
C -3.9588 0.4049 -1.7143
C -4.5373 -0.2351 -0.4440
C -3.4251 -0.8916 0.3826
C -2.4362 0.1368 0.9777
C -1.0171 0.0792 0.3712
Ga 0.4981 -0.7746 1.4244
C 1.8934 -1.5049 0.1380
C 2.2990 -0.4899 -0.9403
C 1.2693 -0.2991 -2.0669
C 0.5643 -1.5846 -2.4877
N -0.1385 -1.4867 -3.7985
C -1.4609 -0.9983 -3.7712
C -1.6136 0.5015 -3.6845
O -2.4068 -1.7256 -3.9049
C -0.0580 -2.4044 2.6274
C -1.4336 -2.8371 2.4783
O -2.3993 -2.5973 3.1051
F -1.5913 -3.6603 1.3691
C 1.2839 0.6210 2.7031
C 2.6825 0.3742 3.2791
N 3.6867 0.4482 2.2226
N 2.9624 1.3992 4.3049
N 2.8572 -0.9587 3.8868
H -2.2208 2.5618 -1.9299
H -2.6210 4.0031 -1.0012
H -3.0389 3.9132 -2.7303
H -4.3614 2.5384 -0.3451
H -5.1282 3.4545 -1.6402
H -4.0106 -0.2991 -2.5510
H -2.8972 0.6376 -1.5553
H -5.0515 0.5315 0.1500
H -5.2881 -0.9833 -0.7252
H -3.8594 -1.5149 1.1670
H -2.8766 -1.5848 -0.2724
H -2.8569 1.1396 0.7982
H -2.4134 0.0163 2.0669
H -1.0840 -0.3897 -0.6221
H -0.6681 1.1077 0.1842
H 2.7811 -1.7637 0.7291
H 1.5442 -2.4410 -0.3184
H 3.2784 -0.7296 -1.3848
H 2.4254 0.4916 -0.4593
H 1.7597 0.0988 -2.9660
H 0.5315 0.4477 -1.7550
H -0.1354 -1.9155 -1.7109
H 1.3106 -2.3775 -2.6038
H -0.2131 -2.4191 -4.1965
H -2.5971 0.7539 -3.2807
H -1.5394 0.8914 -4.7053
H -0.8220 0.9623 -3.0959
H 0.0985 -2.1549 3.6804
H 0.6182 -3.2123 2.3360
H 1.2859 1.6145 2.2319
H 0.5936 0.6803 3.5606
H 3.3880 1.1159 1.5206
H 4.5741 0.7773 2.5928
H 2.2515 1.3465 5.0290
H 3.8458 1.1585 4.7515
H 2.0519 -1.1873 4.4621
H 2.9212 -1.6448 3.1421
C 7.3630 1.0413 0.0763
Cl 8.1930 -0.1823 -0.8987
Cl 7.4306 0.5738 1.7762
Cl 8.1790 2.6019 -0.1338
Cl 5.6916 1.1719 -0.4436
*
```

The value obtained for the orbital gap is 7.13 eV.


Asked for E across the records above, the calculation gives -2235.10224 -2061.74826 -2061.70379 -1305.99740 -4620.46826 -1334.83007 -5018.26695 a.u. in order.
Asked for HOMO energy across the records above, the calculation gives -8.61 -10.67 -10.49 -5.07 -4.53 -10.00 -5.23 eV in order.
Asked for LUMO energy across the records above, the calculation gives 0.17 0.52 0.53 2.69 1.73 -0.80 1.90 eV in order.